130
Properties=species:S:1:pos:R:3 method="wB97M-V/def2-TZVPD" multiplicity=1 gap_ev=8.8 molar_mass_g_mol=841.00 relative_energy_ev=0.0000 e_lumo_ha=0.0066
C -2.15282 -4.17952 -1.72899
C -0.86087 -4.76991 -1.28235
C 0.28693 -3.78186 -1.26786
O 0.81998 -3.80850 0.05874
C -0.01032 -4.52504 0.82944
O 0.06178 -4.61563 2.02541
O -1.03268 -5.07224 0.15068
H -2.05616 -3.64646 -2.68759
H -2.44043 -3.38402 -1.02201
H -2.94901 -4.93154 -1.78701
H -0.65094 -5.72498 -1.75606
H -0.12796 -2.79535 -1.39580
H 1.02195 -4.05461 -2.01053
C 3.18455 -1.09506 -4.15483
C 1.92718 -0.85616 -3.38756
C 1.16946 0.43807 -3.71798
O 0.17590 0.03405 -4.68473
C -0.09537 -1.27637 -4.40214
O -1.06775 -1.87103 -4.74707
O 0.91097 -1.81933 -3.70593
H 3.60488 -2.04613 -3.81525
H 3.89783 -0.30963 -3.86016
H 3.11013 -1.08622 -5.24466
H 2.18721 -0.95370 -2.34133
H 1.77236 1.25636 -4.12063
H 0.56657 0.75196 -2.84713
C 1.57166 -0.23611 0.69926
C 0.12807 -0.31057 1.06527
C -0.55679 1.05770 1.18453
O -1.46121 1.04610 0.00133
C -1.44234 -0.16365 -0.53666
O -2.06057 -0.37772 -1.58292
O -0.63507 -0.97805 0.05377
H 1.73879 0.33383 -0.21597
H 1.89657 -1.25526 0.61013
H 2.12074 0.18178 1.51466
H 0.03825 -0.89901 1.96740
H 0.23853 1.82408 1.12886
H -1.14649 1.23952 2.06637
C 6.14311 0.74213 3.74148
C 4.81217 0.86193 4.41771
C 4.43998 2.16714 5.17655
O 3.04186 2.33334 4.87759
C 2.65838 1.55331 3.89964
O 1.55448 1.50770 3.45080
O 3.68002 0.82328 3.49224
H 6.26765 -0.26842 3.28197
H 6.85427 0.75953 4.55535
H 6.44480 1.55890 3.06631
H 4.78581 -0.01539 5.06646
H 5.02764 3.02240 4.83795
H 4.56848 2.05147 6.25035
C -0.58580 4.45520 -0.47392
C -0.85821 5.97744 -0.64399
C -1.15809 6.05488 -2.17060
O -1.28162 4.72970 -2.62429
C -1.54214 3.89497 -1.52246
H -0.80663 4.17313 0.53030
H 0.45309 4.22902 -0.72903
H -0.01471 6.60588 -0.39246
H -1.67280 6.31444 -0.01655
H -0.31522 6.53635 -2.69343
H -2.01530 6.74077 -2.38259
H -1.35607 2.88543 -1.87871
H -2.60639 3.91359 -1.27885
C -5.57927 -0.01365 -1.50177
C -5.00405 -1.32822 -0.95320
C -4.80791 -2.11951 -2.29300
O -5.90534 -1.69367 -3.10184
C -6.53192 -0.54032 -2.58609
H -4.77511 0.57458 -1.97496
H -6.09807 0.65238 -0.80934
H -5.74864 -1.80647 -0.33024
H -4.07656 -1.34465 -0.36524
H -4.76039 -3.19330 -2.16350
H -3.85129 -1.79859 -2.74310
H -7.48819 -0.83073 -2.11088
H -6.79143 0.18472 -3.34548
C 3.34865 -2.82389 3.83936
C 1.81587 -2.40938 3.86376
C 1.65759 -1.42264 5.04632
O 2.94156 -1.31749 5.60712
C 3.62829 -2.51748 5.31906
H 3.93151 -2.32212 3.03788
H 3.54642 -3.90006 3.66211
H 1.16018 -3.28617 3.93996
H 1.41785 -1.94733 2.96176
H 0.97581 -1.69736 5.86479
H 1.33085 -0.43363 4.75637
H 3.18528 -3.36100 5.88146
H 4.66087 -2.49551 5.65410
C -3.80007 2.55984 -3.61735
C -5.02352 2.98447 -4.40115
C -4.65307 2.47559 -5.91767
O -3.55052 1.69913 -5.78819
C -3.33822 1.33030 -4.46576
H -4.00206 2.32420 -2.56758
H -3.00285 3.30069 -3.65321
H -5.31371 4.02363 -4.41445
H -5.86606 2.40127 -3.99382
H -4.47948 3.28017 -6.67170
H -5.51556 1.83502 -6.18793
H -2.27468 1.14462 -4.37257
H -3.90371 0.38642 -4.24104
C -2.05552 -2.69848 4.13910
C -2.71809 -1.46640 4.74731
C -2.13317 -0.40757 3.83514
O -2.25773 -1.01983 2.57425
C -2.12631 -2.41028 2.65908
H -2.46254 -3.67336 4.37405
H -1.01177 -2.69196 4.51307
H -2.51542 -1.36702 5.82231
H -3.78964 -1.49816 4.65834
H -1.05970 -0.13832 3.99713
H -2.69235 0.52188 3.84150
H -1.21911 -2.75477 2.18119
H -2.97347 -2.92568 2.20212
C 4.51075 1.51791 0.21742
C 5.31156 0.23587 -0.17414
C 5.67898 0.60396 -1.63385
O 4.49153 1.24783 -2.10998
C 3.99943 2.11439 -1.08638
H 5.14582 2.23325 0.69561
H 3.71051 1.35420 0.92255
H 4.65789 -0.65649 -0.15523
H 6.23782 0.06132 0.35300
H 5.83516 -0.28563 -2.20775
H 6.54911 1.29399 -1.60758
H 2.92725 2.15921 -1.22143
H 4.29769 3.14835 -1.29033